ORCA calculation (the ωB97M-V functional and the def2-TZVPD basis) on a molecular structure, C14H46LiN16O18 in a non-equilibrium geometry.

```
95
Properties=species:S:1:pos:R:3:mulliken_charge:R:1
Li 3.04398 -0.30116 -2.34676 0.66
C 1.31548 0.02908 1.22209 1.80
C -0.02553 0.32311 1.50673 0.42
C -0.99247 0.45253 0.35192 -1.07
O -2.18164 0.74784 0.54262 -0.32
C -0.54626 0.14448 -0.95640 -1.31
C 0.72519 -0.38344 -1.17630 0.35
C 1.78987 -0.28320 -0.03955 0.84
O 3.00834 -0.45124 -0.31891 -0.61
O 1.11279 -0.91250 -2.26018 -0.77
O -0.35934 0.63216 2.66448 -1.19
H 2.05606 0.08168 2.00694 -0.59
H -1.24143 0.17198 -1.78211 1.71
O -1.30974 3.12363 3.73669 -0.73
H -1.68975 3.70881 3.07235 0.36
H -1.09945 2.31560 3.24526 0.22
O -3.51968 3.25670 1.25170 -0.71
H -3.37308 3.76078 0.43873 0.43
H -3.17121 2.36960 1.07059 0.26
O 0.48083 -1.19549 -4.94726 -0.67
H 0.74711 -1.23570 -4.00206 0.46
H 1.03341 -0.51725 -5.34094 0.27
O 2.49181 1.17352 -3.77423 -0.60
H 3.05382 1.25230 -4.55177 0.30
H 1.59029 1.16499 -4.11736 0.21
O 1.98754 2.09579 4.05002 -0.70
H 1.49962 2.90681 4.22840 0.31
H 1.39447 1.59711 3.47859 0.30
O 3.46691 -1.36451 -4.04855 -0.41
H 4.16841 -1.97073 -4.30836 0.21
H 3.15245 -0.99006 -4.87413 0.18
C 5.91714 -0.08997 1.70253 0.41
O 6.85978 0.01338 2.47206 -0.70
N 5.88279 -0.82875 0.55952 -0.28
N 4.73469 0.53710 1.87680 -0.17
H 5.09311 -0.60977 -0.02604 0.28
H 6.65661 -1.40393 0.28939 0.14
H 4.67802 1.27034 2.56221 0.18
H 3.94631 0.25478 1.31008 -0.04
C -5.37797 -1.68813 -0.78899 0.40
O -6.52654 -2.12114 -0.79548 -0.71
N -4.82823 -1.13764 0.31916 -0.29
N -4.55332 -1.78578 -1.85569 -0.22
H -5.52803 -0.94582 1.01624 0.19
H -3.91968 -0.70641 0.32133 0.17
H -3.57739 -1.56467 -1.85413 0.27
H -5.04928 -2.09160 -2.67449 0.17
C -4.19018 0.34678 4.57350 0.53
O -5.08995 -0.36239 4.99103 -0.71
N -3.41443 -0.01093 3.50231 -0.22
N -3.80774 1.51313 5.15992 -0.32
H -2.63065 0.55494 3.22343 0.14
H -3.79343 -0.73926 2.92688 0.15
H -3.19422 2.21549 4.77860 0.27
H -4.09512 1.58325 6.12010 0.20
C -1.53997 -3.58576 -3.12852 0.40
O -2.32286 -4.46402 -3.43575 -0.70
N -1.86077 -2.25982 -3.16802 -0.06
N -0.29375 -3.80281 -2.62301 -0.04
H -2.64557 -1.97923 -3.72696 0.28
H -1.32876 -1.51160 -2.76465 -0.14
H 0.16310 -4.69866 -2.61528 0.15
H 0.21351 -3.10782 -2.10102 -0.07
C 0.74076 4.05989 0.16258 0.53
O 0.74608 4.21122 1.37575 -0.61
N 0.04301 4.82487 -0.68303 -0.46
N 1.41170 3.00622 -0.37734 -0.05
H -0.28265 4.48822 -1.57354 0.19
H -0.66369 5.34338 -0.18144 0.27
H 1.79276 2.42132 0.34952 0.06
H 1.60862 2.77940 -1.33348 0.10
C -2.55872 4.01627 -2.47739 0.45
O -2.76982 4.39434 -1.32824 -0.72
N -1.71278 2.99338 -2.67468 -0.43
N -3.08040 4.67398 -3.55556 -0.47
H -1.49023 2.43077 -1.86676 0.30
H -1.72715 2.48202 -3.54373 0.22
H -2.97280 4.17974 -4.42623 0.20
H -3.95027 5.12184 -3.31821 0.30
C 1.97866 -4.34526 -0.58808 0.44
O 1.41716 -5.39280 -0.87359 -0.70
N 1.62941 -3.45593 0.36794 0.22
N 3.12630 -3.95077 -1.24396 -0.27
H 0.91110 -3.53182 1.06629 0.13
H 2.28154 -2.71327 0.56238 -0.22
H 3.45138 -3.00662 -1.15175 0.10
H 3.52678 -4.59121 -1.90217 0.21
C 1.80848 -2.89123 3.51344 0.37
O 2.05075 -4.08153 3.43125 -0.67
N 0.54562 -2.40486 3.68512 -0.25
N 2.73483 -1.90717 3.53790 -0.18
H 0.22432 -1.48075 3.44458 0.11
H -0.12602 -3.13950 3.83516 0.24
H 3.67549 -2.06563 3.85817 0.23
H 2.44380 -0.96494 3.73982 0.12
```

## Properties
- HOMO-LUMO gap (eV) = 6.89
- multiplicity = 1
- relative energy (zero: lowest compared OMol25 entry of this formula, charge and spin) (eV) = 0.000
- total charge = -1
- F_max (eV/A) = 2.2
- calculated total energy (eV) = -76179.90418